No. 1
DFT (the ωB97M-V functional and the def2-TZVPD basis) results for CH8O7Zn as an isolated structure in a non-equilibrium geometry.

```
17
CH8O7Zn (the ωB97M-V functional and the def2-TZVPD basis)
Zn 0.033 -0.017 0.078
C -0.445 2.228 0.549
O -0.636 3.593 0.751
O -1.406 1.465 0.211
O 0.730 1.709 0.619
O 1.644 -1.076 0.505
H 2.115 -1.729 0.048
H 2.256 -0.689 1.143
O -0.858 -1.591 -1.011
H -1.642 -2.133 -0.937
H -0.990 -1.363 -1.924
O 0.399 0.591 -1.848
H 1.218 0.713 -2.315
H -0.215 1.230 -2.282
O -0.745 -0.898 1.766
H -0.169 -1.529 2.189
H -1.294 -0.499 2.460
```

Summary:
E_tot: -2348.90227 Eh
strongest force on any atom: 8.54 eV Å⁻¹
charge: 0
HOMO-LUMO gap: 5.233 eV
relative energy (zero: lowest compared OMol25 entry of this formula, charge and spin): 0.00 kJ/mol


No. 2
DFT (the ωB97M-V functional and the def2-TZVPD basis) results for C46H38ClN4PSSn as an isolated structure.

```
92
C46H38ClN4PSSn (the ωB97M-V functional and the def2-TZVPD basis)
Sn -0.182 -0.530 -1.916
C -2.680 0.455 -3.514
C -2.411 1.148 -2.305
C -2.851 0.331 -1.237
C -3.387 -0.852 -1.789
C -3.279 -0.776 -3.192
H -2.489 0.826 -4.514
H -2.054 2.165 -2.203
H -2.862 0.613 -0.194
H -3.825 -1.671 -1.230
H -3.569 -1.546 -3.893
C 4.558 -0.050 -1.633
C 3.128 -0.072 -2.085
N 2.347 -1.074 -1.927
N 2.831 -2.172 -1.286
C 2.457 -3.323 -1.796
N 2.816 -4.409 -0.999
S 1.714 -3.634 -3.309
C 2.560 1.114 -2.776
C 3.352 2.209 -3.103
C 2.782 3.299 -3.739
C 1.432 3.273 -4.042
C 0.707 2.146 -3.687
N 1.257 1.101 -3.083
H 4.714 -0.878 -0.948
H 5.245 -0.163 -2.476
H 4.784 0.894 -1.129
H 2.833 -4.208 -0.010
H 2.329 -5.250 -1.261
H 4.398 2.220 -2.833
H 3.384 4.167 -3.976
H 0.941 4.112 -4.516
H -0.361 2.075 -3.862
Cl -1.740 -4.184 -2.037
C -2.745 -4.421 -0.653
C -3.876 -5.222 -0.792
C -4.653 -5.519 0.311
C -4.294 -5.035 1.564
C -3.177 -4.225 1.684
C -2.400 -3.871 0.579
P -0.904 -2.786 0.755
C -0.051 -3.896 1.974
C 0.121 -3.644 3.330
C 0.757 -4.574 4.148
C 1.235 -5.764 3.621
C 1.068 -6.026 2.265
C 0.430 -5.101 1.454
C -1.503 -1.433 1.837
C -2.841 -1.126 2.078
C -3.181 -0.023 2.852
C -2.191 0.792 3.383
C -0.858 0.511 3.123
C -0.519 -0.585 2.347
H -4.128 -5.606 -1.771
H -5.535 -6.138 0.197
H -4.883 -5.283 2.438
H -2.894 -3.846 2.659
H -0.241 -2.716 3.754
H 0.872 -4.364 5.205
H 1.738 -6.481 4.259
H 1.442 -6.949 1.839
H 0.295 -5.311 0.396
H -3.627 -1.721 1.632
H -4.226 0.213 3.016
H -2.458 1.670 3.957
H -0.083 1.180 3.474
H 0.521 -0.762 2.099
C 0.425 0.870 -0.361
C 0.583 2.055 -0.071
C 0.765 3.414 0.264
C -0.339 4.180 0.786
C -1.650 3.634 0.800
C -2.725 4.312 1.339
C -2.578 5.579 1.906
C -1.302 6.135 1.915
C -0.214 5.465 1.376
C 2.108 3.942 0.055
C 3.238 3.113 0.227
C 4.528 3.580 0.041
C 4.767 4.898 -0.345
C 3.668 5.723 -0.569
C 2.374 5.258 -0.382
H -1.793 2.651 0.367
H -3.704 3.842 1.314
H -3.424 6.110 2.326
H -1.148 7.115 2.358
H 0.762 5.928 1.440
H 3.067 2.079 0.508
H 5.366 2.908 0.205
H 5.778 5.266 -0.478
H 3.822 6.740 -0.917
H 1.537 5.906 -0.612
```

Summary:
E_tot: -3408.71719 Eh
strongest force on any atom: 0.29 eV Å⁻¹
charge: -2
HOMO-LUMO gap: 4.401 eV
relative energy (zero: lowest compared OMol25 entry of this formula, charge and spin): 0.00 kJ/mol


No. 3
DFT (the ωB97M-V functional and the def2-TZVPD basis) results for a 2-piece molecular cluster, BrH5Si2 overall in a non-equilibrium geometry.

```
8
BrH5Si2 (the ωB97M-V functional and the def2-TZVPD basis)
Si -1.110 0.385 -0.484
Si 0.758 -0.225 0.715
Br 1.002 -2.392 1.142
H -0.855 0.196 -1.911
H -2.282 -0.404 -0.079
H -1.390 1.792 -0.181
H 2.569 0.272 -1.128
H 1.308 0.376 1.925
```

Summary:
E_tot: -3155.87593 Eh
strongest force on any atom: 2.82 eV Å⁻¹
charge: 0
HOMO-LUMO gap (spin up / spin down): 8.160 / 7.502 eV
relative energy (zero: lowest compared OMol25 entry of this formula, charge and spin): 168.96 kJ/mol


No. 4
DFT (the ωB97M-V functional and the def2-TZVPD basis) results for an isolated molecule of C4H4F2 in a non-equilibrium geometry.

```
10
C4H4F2 (the ωB97M-V functional and the def2-TZVPD basis)
C -0.942 -0.138 0.429
C 1.399 0.033 -0.971
C -1.917 1.107 0.840
C 0.573 -0.719 -0.318
F -1.209 2.242 1.020
F 0.721 -2.018 0.028
H -0.558 -0.276 1.399
H -1.534 -1.008 0.060
H 1.056 1.088 -1.271
H 2.412 -0.312 -1.214
```

Summary:
E_tot: -354.33384 Eh
strongest force on any atom: 4.35 eV Å⁻¹
charge: 0
HOMO-LUMO gap: 9.323 eV
relative energy (zero: lowest compared OMol25 entry of this formula, charge and spin): 437.77 kJ/mol


No. 5
DFT (the ωB97M-V functional and the def2-TZVPD basis) results for a 8-piece molecular cluster, C19H43F9NO7PS2 overall in a non-equilibrium geometry.

```
82
C19H43F9NO7PS2 (the ωB97M-V functional and the def2-TZVPD basis)
F -1.859 -3.924 -3.466
C -1.887 -4.404 -2.135
F -2.270 -5.756 -2.256
F -2.859 -3.647 -1.488
C -0.413 -4.209 -1.564
F 0.461 -5.097 -2.194
F -0.031 -2.888 -1.921
C -0.271 -4.322 0.022
F -0.541 -3.092 0.671
F 1.111 -4.558 0.271
C -1.042 -5.553 0.692
F -0.745 -6.745 -0.032
F -2.447 -5.407 0.719
P -0.286 -5.857 2.444
S -1.406 -7.450 3.379
N -0.489 -4.424 3.462
C -1.716 -3.987 3.407
S -3.029 -3.058 2.955
H -0.403 -8.318 3.822
C -1.126 1.242 0.008
C 0.173 0.722 -0.576
O 0.909 0.010 0.411
H -0.928 1.899 0.857
H -1.697 1.796 -0.742
H -1.741 0.417 0.379
H 0.793 1.550 -0.926
H -0.020 0.053 -1.422
H 0.359 -0.725 0.709
C -0.571 5.067 0.852
C -1.466 5.535 -0.277
O -2.837 5.366 0.075
H -0.760 4.016 1.080
H 0.482 5.187 0.590
H -0.773 5.633 1.766
H -1.277 4.953 -1.181
H -1.290 6.591 -0.503
H -3.000 5.890 0.869
C -2.226 -6.903 -6.160
C -3.037 -7.883 -5.334
O -2.436 -8.069 -4.059
H -1.203 -7.266 -6.289
H -2.675 -6.757 -7.145
H -2.160 -5.934 -5.656
H -3.082 -8.855 -5.830
H -4.060 -7.520 -5.192
H -2.407 -7.208 -3.622
C -6.701 4.255 -0.897
C -6.105 2.909 -0.534
O -4.705 2.908 -0.778
H -6.515 4.485 -1.949
H -7.779 4.266 -0.719
H -6.240 5.054 -0.310
H -6.553 2.117 -1.138
H -6.279 2.678 0.523
H -4.312 3.606 -0.233
C 0.063 -1.882 7.965
C 0.039 -2.745 6.719
O -1.225 -2.643 6.072
H -0.725 -2.186 8.657
H 1.027 -1.957 8.473
H -0.120 -0.834 7.713
H 0.201 -3.793 6.977
H 0.820 -2.438 6.016
H -1.356 -1.715 5.839
C 4.440 5.023 -1.249
C 3.946 4.281 -0.022
O 2.522 4.302 0.029
H 4.092 6.059 -1.237
H 5.531 5.018 -1.294
H 4.047 4.564 -2.162
H 4.322 4.754 0.887
H 4.282 3.240 -0.035
H 2.196 3.874 -0.772
C 9.437 4.981 -1.299
C 8.578 6.155 -1.725
O 7.332 6.130 -1.038
H 8.927 4.037 -1.505
H 10.395 4.986 -1.825
H 9.628 5.012 -0.222
H 8.372 6.108 -2.796
H 9.080 7.104 -1.511
H 7.520 6.181 -0.092
```

Summary:
SMILES: FC(F)(F)C(F)(F)C(F)(F)C(F)(F)P(S)N=C=S.CCO.CCO.CCO.CCO.CCO.CCO.CCO
E_tot: -3367.53595 Eh
strongest force on any atom: 5.92 eV Å⁻¹
charge: 0
HOMO-LUMO gap: 9.059 eV
relative energy (zero: lowest compared OMol25 entry of this formula, charge and spin): 291.93 kJ/mol


No. 6
DFT (the ωB97M-V functional and the def2-TZVPD basis) results for C37H32FGaOP2 as an isolated structure in a non-equilibrium geometry.

```
74
C37H32FGaOP2 (the ωB97M-V functional and the def2-TZVPD basis)
Ga 1.153 0.288 -0.104
P 0.203 2.542 0.010
C -0.686 0.185 0.531
O -1.456 0.346 1.464
P 0.104 -2.587 0.031
C 0.130 3.391 1.620
C -1.343 3.031 -0.805
C 1.539 3.328 -0.943
C 1.614 -3.600 -0.256
C -0.563 -3.261 1.601
C -1.133 -3.043 -1.246
C 1.209 4.150 2.102
C 1.112 4.790 3.340
C -0.051 4.705 4.112
C -1.139 3.984 3.608
C -1.057 3.346 2.369
H 2.122 4.248 1.517
H 1.963 5.355 3.717
H -0.111 5.195 5.090
H -2.055 3.909 4.191
H -1.920 2.802 1.987
C 2.875 3.034 -0.603
C 3.925 3.548 -1.359
C 3.667 4.384 -2.448
C 2.344 4.686 -2.780
C 1.279 4.166 -2.037
H 3.098 2.350 0.221
H 4.950 3.290 -1.097
H 4.496 4.789 -3.032
H 2.138 5.318 -3.643
H 0.249 4.393 -2.314
C -1.901 4.305 -0.597
C -3.078 4.658 -1.260
C -3.712 3.763 -2.129
C -3.138 2.509 -2.346
C -1.950 2.143 -1.709
H -1.438 5.018 0.087
H -3.508 5.642 -1.090
H -4.642 4.042 -2.637
H -3.620 1.802 -3.020
H -1.508 1.165 -1.896
C -1.786 -3.949 1.677
C -2.236 -4.444 2.904
C -1.485 -4.246 4.067
C -0.287 -3.521 4.001
C 0.162 -3.009 2.782
H -2.378 -4.114 0.776
H -3.177 -4.994 2.950
H -1.833 -4.652 5.022
H 0.298 -3.367 4.908
H 1.077 -2.418 2.740
C 2.631 -3.073 -1.083
C 3.835 -3.756 -1.255
C 4.038 -4.984 -0.608
C 3.038 -5.527 0.207
C 1.833 -4.835 0.381
H 2.470 -2.110 -1.571
H 4.618 -3.328 -1.891
H 4.979 -5.518 -0.744
H 3.184 -6.486 0.718
H 1.065 -5.245 1.034
C -0.929 -4.122 -2.124
C -1.895 -4.433 -3.092
C -3.044 -3.645 -3.234
C -3.220 -2.537 -2.401
C -2.302 -2.259 -1.390
H -0.024 -4.731 -2.033
H -1.745 -5.299 -3.738
H -3.802 -3.888 -3.982
H -4.082 -1.879 -2.500
H -2.523 -1.419 -0.725
H 2.217 0.444 -1.224
H -0.986 -0.601 -0.253
F 2.128 -0.159 1.433
```

Summary:
E_tot: -4211.05317 Eh
strongest force on any atom: 5.23 eV Å⁻¹
charge: +2
HOMO-LUMO gap (spin up / spin down): 5.887 / 4.253 eV